Record 1
Formula: C6H13LiO4
Source: the Open Molecules 2025 dataset
Level of theory: wB97M-V/def2-TZVPD

ORCA input file:
```
! RIJCOSX wB97M-V def2-TZVPD def2/J DEFGRID3
* xyz 0 1
O 0.5343 -0.5819 -0.8419
O 1.1417 1.4298 -1.4171
O 0.6321 1.5405 0.8207
O -1.0782 0.9314 -0.9851
C 1.9030 -0.9708 -0.8713
C 0.6541 0.7932 1.9999
C -2.0095 0.5006 0.0036
C 1.9798 -2.3901 -0.3639
C 0.2735 0.7790 -0.7814
C -3.3993 0.6007 -0.5822
Li 1.5173 2.5921 -0.1578
H -1.8050 -0.5357 0.3105
H -3.4398 0.0808 -1.5490
H 2.5496 -0.3304 -0.2485
H 0.5394 -0.2787 1.7666
H 2.3269 -0.8662 -1.8798
H 1.6012 0.9168 2.5575
H 1.6748 -2.4221 0.6912
H 1.3047 -3.0368 -0.9411
H 3.0094 -2.7620 -0.4489
H -3.6660 1.6543 -0.7425
H -4.1241 0.1427 0.1043
H -1.9345 1.1476 0.8905
H -0.1854 1.0651 2.6658
*
```

Properties
* max |F|: 2.3 eV Å⁻¹
* energy above the lowest of the compared OMol25 structures with the same formula, charge and spin: 9.5 kcal per mole

Record 2
Formula: C8H9FN3O2S
Source: the Open Molecules 2025 dataset
Level of theory: wB97M-V/def2-TZVPD

ORCA input file:
```
! RIJCOSX wB97M-V def2-TZVPD def2/J DEFGRID3
* xyz 1 1
S 2.1856 0.1725 0.6676
F -3.3299 1.5467 0.6341
O 3.2747 0.9358 0.1578
O 2.1710 -1.1908 0.8961
N 1.3646 0.9407 1.7897
N 0.9144 0.3570 -0.8269
N 0.7382 1.6614 -1.0664
C -0.4281 1.9667 -0.5669
C -1.9842 -1.7561 0.4821
C -2.8029 -0.6863 0.7729
C -0.2279 -0.2942 -0.3139
C -2.4270 0.5652 0.3686
C -1.1212 0.8560 -0.1850
C -0.6205 -1.5312 0.0990
C 1.6785 -0.5185 -1.9292
H -3.8622 -0.8662 1.0986
H -2.1183 -2.7448 0.9988
H 2.2617 0.1489 -2.5747
H 1.2136 1.9750 1.7307
H 2.1292 -1.3777 -1.5309
H -0.6688 2.9362 -0.4954
H 0.7244 0.4418 2.3808
H 0.9131 -1.0651 -2.5853
H 0.0219 -2.4728 -0.0019
*
```

Properties
* max |F|: 6.6 eV Å⁻¹
* energy above the lowest of the compared OMol25 structures with the same formula, charge and spin: 42.5 kcal per mole
* structure (SMILES): C[N@@+]1(S(N)(=O)=O)N=Cc2c(F)cccc21

Record 3
Formula: C5H14N2
Source: the Open Molecules 2025 dataset
Level of theory: wB97M-V/def2-TZVPD

ORCA input file:
```
! RIJCOSX wB97M-V def2-TZVPD def2/J DEFGRID3
* xyz 0 1
N -0.6651 0.9557 -1.4822
N 0.7566 -1.2309 2.2832
C -0.1297 1.0512 -0.1360
C 0.4937 -1.7209 0.9388
C 1.3621 -1.0368 -0.1212
C -2.0164 1.4742 -1.5946
C 1.2813 0.4850 -0.0376
H 0.7110 -2.7999 0.9193
H 0.1983 -1.7568 2.9482
H 1.6618 0.7951 0.9433
H 1.8877 0.9881 -0.7749
H 0.8957 -1.3101 -1.0679
H -0.5572 -1.6844 0.6003
H -0.6404 -0.0352 -1.7017
H -2.0878 2.4040 -1.0412
H 0.4026 -0.2835 2.3833
H -0.7940 0.5606 0.6039
H -0.0995 2.0800 0.2338
H -2.7844 0.7847 -1.2002
H -2.2480 1.6958 -2.6400
H 2.3719 -1.4160 -0.0566
*
```

Properties
* max |F|: 1.1 eV Å⁻¹
* energy above the lowest of the compared OMol25 structures with the same formula, charge and spin: 18.6 kcal per mole
* structure (SMILES): CNCCCCN

Record 4
Formula: C6H17N2
Source: the Open Molecules 2025 dataset
Level of theory: wB97M-V/def2-TZVPD

ORCA input file:
```
! RIJCOSX wB97M-V def2-TZVPD def2/J DEFGRID3
* xyz 1 1
N 2.9834 1.2722 -2.6285
N -0.1502 -0.5469 -1.7215
C 1.6692 0.9059 -2.4505
C 1.2672 -0.2710 -1.9693
C -0.3155 1.3663 2.5683
C -1.7566 -1.7316 0.6443
C -1.3311 -0.8566 1.8303
C -0.5462 0.4008 1.4142
H -0.7045 -1.4981 2.4468
H -2.3984 -2.5376 0.9906
H 0.2629 0.8852 3.3545
H -0.3678 -1.5368 -1.6056
H -2.2954 -1.1665 -0.1246
H -0.8745 -2.2219 0.2233
H -0.4423 -0.1488 -0.8130
H 1.9291 -1.0580 -1.6461
H 3.6521 0.6741 -2.1734
H -1.0663 0.8744 0.5640
H 0.2000 2.2753 2.2647
H 0.4372 0.0687 1.0484
H 0.9664 1.6837 -2.7325
H -1.2847 1.6635 2.9753
H -2.1817 -0.5780 2.4552
H -0.7833 -0.1782 -2.4290
H 3.1311 2.2596 -2.4859
*
```

Properties
* max |F|: 1.0 eV Å⁻¹
* energy above the lowest of the compared OMol25 structures with the same formula, charge and spin: 25.7 kcal per mole

Record 5
Formula: C20H41CoN3S2Si2
Source: the Open Molecules 2025 dataset
Level of theory: wB97M-V/def2-TZVPD

ORCA input file:
```
! RIJCOSX wB97M-V def2-TZVPD def2/J DEFGRID3
* xyz 0 4
Co -0.3772 -0.5685 -1.2184
S -0.5657 -2.6099 -1.7527
S -0.4804 1.8108 -1.6310
Si 0.6585 -1.9949 1.8931
Si -1.7426 2.0750 2.0112
N 0.9669 -0.9873 0.4122
N 0.4047 -0.4126 -3.2615
N -0.3069 1.3917 1.3755
C -2.4338 -0.3339 -2.5325
C -0.0183 1.9156 -3.4021
C 1.6356 0.1730 0.6267
C -1.1350 -2.5417 1.9439
C 0.0899 -2.7853 -3.4374
C 1.0141 -1.0548 3.4760
C 1.0020 1.2814 1.3620
C 2.9939 0.2970 0.2261
C 0.3259 -4.0063 -1.0388
C -2.7423 -0.4528 -1.1532
C 0.9843 0.8525 -3.7327
C 3.8248 1.1987 0.8999
C -2.6779 3.0342 0.6774
C 1.8940 2.1836 2.0379
C 3.2650 2.1009 1.8314
C 0.5544 3.1902 -1.0872
C -1.3284 3.1639 3.4724
C 1.0519 -1.6490 -3.7231
C -2.8593 0.6586 2.5578
C 1.8460 -3.4468 1.9632
H -3.3837 0.3452 -0.7190
H 1.4694 2.9674 2.6753
H -2.2428 3.4539 4.0159
H 0.3332 -4.8018 -1.7880
H -2.9583 2.3775 -0.1661
H 0.3827 2.9171 -3.5679
H 1.9655 0.9894 -3.2697
H 1.9996 -1.7644 -3.2015
H 1.6631 -4.2303 1.2291
H -3.2319 0.0772 1.6979
H -3.7355 1.0526 3.0936
H 0.5677 -3.7717 -3.5138
H -0.7849 -2.7218 -4.0811
H 1.9992 -0.5686 3.4251
H -2.7268 0.5934 -3.0445
H 3.9165 2.8178 2.3356
H -2.9568 -1.4491 -0.7231
H -1.3598 -3.4307 1.3383
H -0.6643 2.6376 4.1833
H -0.5616 -0.4474 -3.6524
H 4.9189 1.1533 0.7624
H -3.6072 3.4744 1.0818
H 3.4024 -0.5058 -0.4021
H 1.2944 -1.5831 -4.7979
H 1.7968 -3.9382 2.9632
H 1.1521 0.7975 -4.8142
H -2.3416 -0.0421 3.2399
H 2.8728 -3.0791 1.8130
H -1.4525 -2.7897 2.9765
H -0.8393 4.0907 3.1461
H 1.0341 -1.7533 4.3390
H 1.5837 2.8428 -0.8663
H -0.2501 -4.3285 -0.1708
H 0.2403 -0.3063 3.7166
H -1.8279 -1.7731 1.5586
H 1.3605 -3.7557 -0.7348
H -2.0669 3.8611 0.2679
H -0.9698 1.7577 -3.9181
H 0.1170 3.5833 -0.1685
H -2.5726 -1.2170 -3.2010
H 0.6202 3.9850 -1.8544
*
```

Properties
* max |F|: 3.2 eV Å⁻¹
* energy above the lowest of the compared OMol25 structures with the same formula, charge and spin: 18.7 kcal per mole

Record 6
Formula: C2H12NO4
Source: the Open Molecules 2025 dataset
Level of theory: wB97M-V/def2-TZVPD

ORCA input file:
```
! RIJCOSX wB97M-V def2-TZVPD def2/J DEFGRID3
* xyz 0 2
O -0.5180 1.5932 1.7122
O 1.4261 3.6255 1.1170
O -2.2714 -1.8135 0.9413
O -1.2461 -1.6615 -1.7228
N 0.8723 -0.7145 0.3587
C -0.2379 -0.6715 -1.8609
C 1.0281 -0.9724 -1.0856
H -0.0017 -0.6145 -2.9226
H -0.6137 0.3172 -1.5722
H 0.7600 2.9311 1.2494
H 0.0281 -1.1651 0.6861
H 2.2127 3.2816 1.5482
H 1.8277 -0.3371 -1.4687
H -1.5116 -1.6685 -0.7914
H -3.0602 -1.2476 1.0155
H 1.3060 -2.0149 -1.2797
H 1.6887 -1.0784 0.8272
H -0.2843 0.7994 1.2136
H -1.4050 1.4115 2.0349
*
```

Properties
* max |F|: 0.8 eV Å⁻¹
* energy above the lowest of the compared OMol25 structures with the same formula, charge and spin: 2.9 kcal per mole

Record 7
Formula: C4H10
Source: the Open Molecules 2025 dataset
Level of theory: wB97M-V/def2-TZVPD

ORCA input file:
```
! RIJCOSX wB97M-V def2-TZVPD def2/J DEFGRID3
* xyz 1 2
C 0.6794 4.5695 1.7889
C -0.4477 4.2098 2.7635
C -0.6516 -5.7829 -3.4476
C 0.4727 -5.9406 -2.6072
H 0.3956 5.5000 1.2996
H 1.6374 4.6160 2.2964
H -0.4737 3.1778 3.1057
H 0.7084 3.8306 0.9843
H -1.4260 4.3841 2.3147
H 1.2806 -5.2218 -2.6380
H -1.5491 -6.3902 -3.3312
H 0.4753 -6.7783 -1.9169
H -0.4423 4.8695 3.6363
H -0.6590 -5.0434 -4.2486
*
```

Properties
* max |F|: 1.1 eV Å⁻¹
* energy above the lowest of the compared OMol25 structures with the same formula, charge and spin: 22.9 kcal per mole

Record 8
Formula: C25H24N4OS
Source: the Open Molecules 2025 dataset
Level of theory: wB97M-V/def2-TZVPD

ORCA input file:
```
! RIJCOSX wB97M-V def2-TZVPD def2/J DEFGRID3
* xyz 0 1
S 1.4481 -0.6932 -2.2062
O 2.0021 -2.7760 2.2680
N -2.3861 -0.2565 1.2434
N 4.5767 1.2220 -0.4185
N 0.0430 -2.8672 -1.2692
N 0.3209 -3.5338 0.9630
C -4.4397 0.0201 -0.1632
C -5.1578 -0.5837 -1.1720
C 5.6311 0.2789 -0.7342
C -2.3475 1.0116 1.9218
C -1.8603 2.1043 0.9952
C -0.9752 4.0816 -0.7479
C -2.0846 4.3040 0.0488
C -1.3850 -1.1823 1.2667
C 2.5458 -0.6483 0.1382
C -2.8381 -1.8250 -0.3112
C -3.5869 -2.4150 -1.3293
C -0.6712 -3.2651 -0.0508
C -1.6199 -2.1693 0.3505
C -4.7387 -1.7874 -1.7454
C -0.7420 1.8905 0.1985
C -3.2791 -0.6102 0.2690
C 1.3624 -2.6832 1.2378
C 3.4704 1.1563 -1.3575
C 0.9626 -1.8783 -1.0423
C 3.4326 -0.2405 1.2695
C -0.3057 2.8719 -0.6719
C -2.5284 3.3171 0.9121
C 1.6211 -1.7360 0.1555
C 4.0937 1.1090 0.9477
C 2.5729 -0.0023 -1.0534
H -2.6115 5.2451 -0.0062
H -0.5465 -2.7535 -2.0814
H 2.9122 2.0997 -1.2815
H -6.0638 -0.1190 -1.5313
H 4.1850 -1.0177 1.4276
H -0.2130 0.9496 0.2530
H -1.6705 0.9188 2.7776
H 3.8651 1.0873 -2.3744
H 0.5561 2.6884 -1.2960
H 5.2913 -0.7639 -0.7857
H -0.6339 4.8478 -1.4278
H 6.4082 0.3569 0.0242
H 2.8548 -0.1739 2.1927
H -3.3995 3.4926 1.5278
H 4.9354 1.2854 1.6211
H -5.3333 -2.2272 -2.5324
H -1.2114 -4.1930 -0.2752
H 6.0616 0.5497 -1.6985
H -3.2703 -3.3462 -1.7774
H -0.5765 -1.0888 1.9675
H -3.3459 1.2539 2.2985
H -4.7656 0.9535 0.2697
H 3.3663 1.9133 1.0935
H 0.0689 -4.1726 1.7016
*
```

Properties
* max |F|: 0.6 eV Å⁻¹
* energy: -1659.55712 a.u.
* structure (SMILES): CN1CCc2c(sc3c2C(=O)N[C@@H](c2cn(Cc4ccccc4)c4ccccc24)N3)C1

Record 9
Formula: C4H11ClN
Source: the Open Molecules 2025 dataset
Level of theory: wB97M-V/def2-TZVPD

ORCA input file:
```
! RIJCOSX wB97M-V def2-TZVPD def2/J DEFGRID3
* xyz 1 1
Cl 1.4601 1.1195 -0.3422
N -1.2997 1.0880 -1.0295
C -1.7586 0.4689 1.3906
C -1.6334 0.0352 -0.0128
C 2.4470 -1.4502 -0.4879
C 1.7037 -0.4231 0.2905
H -2.0954 -0.8806 -0.3318
H -2.6984 0.9155 1.6044
H -1.0166 1.1344 1.5176
H 3.5110 -1.1542 -0.7440
H 2.0049 -1.4162 -1.5394
H 1.7319 -0.4074 1.3380
H -1.6869 -0.3517 2.1432
H -1.2516 1.9977 -0.7576
H -0.2402 0.9284 -1.1508
H -1.6954 0.8275 -1.9469
H 2.5175 -2.4315 0.0584
*
```

Properties
* max |F|: 6.3 eV Å⁻¹
* energy above the lowest of the compared OMol25 structures with the same formula, charge and spin: 80.4 kcal per mole

Record 10
Formula: C37H33CrO4Si
Source: the Open Molecules 2025 dataset
Level of theory: wB97M-V/def2-TZVPD

ORCA input file:
```
! RIJCOSX wB97M-V def2-TZVPD def2/J DEFGRID3
* xyz 2 4
Cr -0.3757 4.3959 1.7257
Si 3.7599 -2.7651 -3.9437
O 2.4784 -2.7464 -2.8746
O -0.1576 6.7254 3.7264
O 1.8772 6.0384 0.4599
O 2.0163 3.2603 3.2239
C -0.9493 -1.5405 5.5465
C -0.1396 -1.5257 6.6906
C 0.6294 -1.1877 -2.8385
C -0.4800 -0.7835 -0.6059
C 3.2255 -3.4711 -5.5840
C -0.6675 2.9348 0.2360
C -1.3655 4.0810 -0.1676
C 4.4518 -1.0375 -4.1069
C 1.4892 -0.6608 2.8038
C -0.3440 -0.5175 -2.0593
C 5.6103 -0.0528 2.0444
C 0.9952 -1.1014 4.1231
C 4.6440 0.4420 1.1603
C -0.8405 0.9331 -3.9333
C 3.3057 0.1029 1.3360
C 1.5383 -2.1714 -0.7496
C 5.2356 -0.9211 3.0795
C -0.9469 2.2980 1.4702
C 4.9884 -3.8690 -3.0733
C -1.8296 2.9670 2.3528
C -0.3623 5.8623 2.9731
C -2.2638 4.7003 0.7077
C 1.7934 -1.0756 5.2945
C 1.5943 -2.0296 -2.1360
C -2.5050 4.1295 1.9670
C 0.6428 0.2600 2.1759
C 0.9691 5.4114 0.8404
C 1.2382 -1.3136 6.5569
C -0.3934 -1.3215 4.2898
C 0.0177 0.1775 -4.7508
C 3.9058 -1.3405 3.1846
C 2.8898 -0.6853 2.4323
C 1.0790 3.7119 2.6938
C 0.2271 -2.0487 -0.0966
C -0.1621 1.1442 1.8749
C 0.7063 -0.9048 -4.2226
C -1.0648 0.5414 -2.6129
H -1.0397 -1.2929 3.4095
H 0.3330 -1.9935 0.9878
H -3.2038 4.5998 2.6604
H 6.0167 -3.5817 -3.3286
H 4.8350 -4.9210 -3.3507
H 2.5393 0.4828 0.6570
H 0.0893 2.4864 -0.4140
H 2.5509 -2.8176 -6.1463
H -1.9794 2.5422 3.3503
H 5.5388 -1.1199 -4.2517
H 2.8483 -0.8142 5.2111
H -1.5385 -0.7740 -0.3081
H 6.6493 0.2642 1.9361
H 1.3242 -1.5271 -4.8732
H -2.0226 -1.7144 5.6364
H -0.5806 -1.6567 7.6788
H -0.4119 -2.9197 -0.3211
H -0.0273 0.0719 -0.0884
H 0.1257 0.4283 -5.8069
H 4.0222 -0.4987 -4.9626
H -2.7506 5.6342 0.4258
H 4.9111 1.1245 0.3508
H 4.2649 -0.4546 -3.1934
H 1.8781 -1.3223 7.4422
H -1.7915 1.0676 -1.9900
H -1.3455 1.8087 -4.3334
H 4.8567 -3.7695 -1.9863
H 2.3655 -2.6569 -0.2319
H 5.9843 -1.2489 3.8094
H 3.6279 -2.1456 3.8661
H -1.1672 4.5025 -1.1524
H 4.1142 -3.6336 -6.2075
H 2.7275 -4.4393 -5.4608
*
```

Properties
* max |F|: 4.9 eV Å⁻¹
* energy: -3064.03661 a.u.

Record 11
Formula: C2H4N4
Source: the Open Molecules 2025 dataset
Level of theory: wB97M-V/def2-TZVPD

ORCA input file:
```
! RIJCOSX wB97M-V def2-TZVPD def2/J DEFGRID3
* xyz 0 1
N 0.2384 -0.5413 -0.1268
N -1.8763 0.4976 -0.4086
N -2.8105 -0.5830 -0.1408
N -2.8992 0.3792 0.5494
C 1.6968 -0.5392 0.0343
C -0.5275 0.4137 -0.1207
H 0.0174 1.7675 -0.0972
H 1.9653 -1.2881 0.6712
H 1.8685 0.5338 0.5682
H 2.3270 -0.6403 -0.9292
*
```

Properties
* max |F|: 5.4 eV Å⁻¹
* energy above the lowest of the compared OMol25 structures with the same formula, charge and spin: 145.9 kcal per mole

Record 12
Formula: C20H18F6N5O7PRu
Source: the Open Molecules 2025 dataset
Level of theory: wB97M-V/def2-TZVPD

ORCA input file:
```
! RIJCOSX wB97M-V def2-TZVPD def2/J DEFGRID3
* xyz 3 6
Ru -0.0192 -0.5352 0.1136
P -2.1849 0.7878 -2.0262
F -2.5996 1.8002 -0.8386
F -2.2490 -0.4156 -0.8594
F -1.5570 -0.2528 -3.0210
F -1.8391 2.0193 -2.9481
F -0.4589 0.9457 -1.3893
F -3.6409 0.5723 -2.4788
O 1.7586 -1.7579 3.7340
O -2.7366 -3.8981 -1.0769
O 1.1582 -0.7577 1.8107
O 0.0520 4.7012 3.2576
O -1.1083 -2.3546 -1.1975
O 4.4957 -0.6175 -4.9128
O -0.2221 4.5211 -0.6491
N -0.6890 5.5471 1.3097
N -0.6079 -2.4977 1.3198
N -1.0007 0.8546 1.3063
N 6.0470 -1.4847 -3.4843
N 1.5925 -1.0717 -1.0574
C -1.1328 3.1287 1.9545
C -2.8596 1.5713 2.5765
C -2.1521 0.5785 1.9320
C -0.4963 4.4948 2.2076
C 3.9317 -0.8884 -1.4358
C 2.4296 -1.3969 -3.2491
C 3.7224 -1.1619 -2.7873
C -1.9954 -4.3769 1.6706
C 2.8380 -0.8483 -0.5953
C -0.4702 -3.6393 3.3901
C -0.4853 2.0933 1.3028
C -0.0800 -2.6356 2.5167
C 1.0618 -1.6440 2.7748
C -1.0043 5.4774 -0.0676
C -2.3394 2.8576 2.5966
C -1.4717 -4.5012 2.9586
C 4.8259 -1.0757 -3.8438
C 1.3795 -1.3445 -2.3613
C -1.5220 -3.3569 0.8676
C -1.8012 -3.1559 -0.5817
H -2.8560 3.6356 3.1474
H -1.8233 -5.2899 3.6112
H -0.4798 4.3520 -1.5742
H 2.9614 -0.6375 0.4596
H 0.3626 -1.5020 -2.6932
H 2.2440 -1.5942 -4.2961
H -3.7850 1.3306 3.0805
H 6.2554 -1.9252 -2.6069
H 4.9093 -0.6792 -1.0252
H -2.0954 5.2739 -0.2009
H -0.5206 6.4744 1.7174
H -2.7391 -5.0648 1.2915
H -0.8596 6.4812 -0.5064
H 0.0055 -3.7284 4.3575
H 0.4556 2.2521 0.7909
H 6.7849 -1.4425 -4.1718
H -2.8799 -3.7758 -2.0310
H -2.5096 -0.4422 1.9109
*
```

Properties
* max |F|: 2.9 eV Å⁻¹
* energy above the lowest of the compared OMol25 structures with the same formula, charge and spin: 36.3 kcal per mole